No. 1
Density functional theory data (ωB97M-V with the def2-TZVPD basis set) for a structure of composition C35H48N8O3OsPS8Te.

The LUMO energy (spin up / spin down) comes out at -4.40 / -4.39 eV. The calculation puts the relative energy (zero: lowest compared OMol25 entry of this formula, charge and spin) at 0.772 eV. The net charge is +1.

Atoms and positions in Å:
1 Os 0.29911 -0.54368 0.32462
2 S -2.43538 5.93766 2.06766
3 C -1.91372 4.45094 1.70255
4 S -2.34302 3.60888 0.22878
5 C -1.44708 2.15125 0.51600
6 C -0.77715 2.09800 1.73794
7 S -0.04240 0.65764 2.28166
8 S -0.86849 3.50542 2.73328
9 S -1.42770 0.89433 -0.60374
10 Te 2.61075 -1.51162 1.33623
11 C 3.88612 0.05717 1.91838
12 C 5.21919 -0.29783 2.09780
13 C 6.12659 0.65662 2.53134
14 C 5.70247 1.95595 2.77420
15 C 4.37327 2.30158 2.58803
16 C 3.45588 1.35039 2.16456
17 C 2.19746 -2.13744 3.30820
18 C 2.18872 -3.49902 3.58443
19 C 1.98832 -3.93657 4.88750
20 C 1.79860 -3.01651 5.90757
21 C 1.82140 -1.65573 5.62984
22 C 2.03000 -1.21176 4.33211
23 H 5.56012 -1.30626 1.89613
24 H 7.16586 0.38676 2.66288
25 H 6.41677 2.70252 3.09525
26 H 4.04331 3.31921 2.75030
27 H 2.42727 1.63516 2.00985
28 H 2.35872 -4.22430 2.79740
29 H 2.00430 -4.99632 5.10784
30 H 1.65966 -3.35896 6.92473
31 H 1.70180 -0.93611 6.42922
32 H 2.09389 -0.15130 4.12886
33 C -1.51878 -0.21378 -4.05752
34 N -2.79366 -0.68978 -3.53403
35 C -3.89447 -0.51540 -4.46766
36 P -2.81841 -1.81846 -2.32098
37 O -1.53421 -1.74131 -1.57320
38 N -3.04301 -3.37864 -2.83508
39 C -4.21370 -3.79987 -3.58467
40 C -1.98374 -4.36746 -2.80079
41 N -4.26460 -1.50438 -1.57008
42 C -4.77130 -2.45853 -0.59241
43 C -4.71884 -0.14813 -1.29399
44 H -1.30365 -0.66842 -5.03074
45 H -0.71360 -0.45822 -3.36853
46 H -1.55116 0.87210 -4.18328
47 H -3.74628 -1.09899 -5.38277
48 H -3.97033 0.53863 -4.74782
49 H -4.84109 -0.80781 -4.01794
50 H -5.01719 -3.07283 -3.49170
51 H -4.58221 -4.75432 -3.19662
52 H -3.98455 -3.93734 -4.64639
53 H -1.15456 -3.99612 -2.20683
54 H -1.62890 -4.60756 -3.80897
55 H -2.34787 -5.29271 -2.34271
56 H -4.31074 -3.43398 -0.73105
57 H -5.85351 -2.56888 -0.69828
58 H -4.55809 -2.11308 0.42533
59 H -4.32824 0.54751 -2.03046
60 H -4.39808 0.18431 -0.29996
61 H -5.81089 -0.12165 -1.32688
62 C -2.31482 -0.98644 5.06177
63 C -3.14817 -1.19046 3.80537
64 N -2.33208 -1.41987 2.61730
65 C -1.66285 -2.53878 2.34093
66 S -0.53590 -2.60185 1.04969
67 N -1.90745 -3.64506 3.04466
68 C -1.28621 -4.94960 2.84517
69 C -1.46113 -5.78669 4.09694
70 H -2.95814 -0.79646 5.92066
71 H -1.64706 -0.13381 4.93631
72 H -1.69852 -1.85922 5.28273
73 H -3.75739 -0.31242 3.59364
74 H -3.86365 -2.01001 3.91621
75 H -2.03738 -0.61526 2.08302
76 H -2.68152 -3.62006 3.69059
77 H -0.23440 -4.79072 2.61501
78 H -1.73743 -5.44265 1.97968
79 H -0.99877 -5.30311 4.95817
80 H -1.00407 -6.76541 3.96098
81 H -2.51809 -5.95130 4.31818
82 N 0.12297 4.54671 -6.01800
83 C 0.59257 4.03296 -4.83614
84 C -0.26057 3.89024 -3.73175
85 C 0.21255 3.36571 -2.54961
86 C 1.53817 2.95784 -2.43775
87 C 2.39470 3.10902 -3.52167
88 C 1.92890 3.63513 -4.70935
89 S 2.14463 2.35775 -0.90363
90 O 3.57638 2.33509 -1.02574
91 O 1.48659 3.06930 0.15890
92 N 1.64537 0.80045 -0.74007
93 C 1.90804 -0.11729 -1.70897
94 S 2.81568 -0.24208 -3.15887
95 C 2.24298 -1.87096 -3.35299
96 C 1.42165 -2.22850 -2.34367
97 N 1.23951 -1.22834 -1.42748
98 H -0.73944 5.06205 -6.00379
99 H 0.79202 4.87065 -6.69415
100 H -1.28861 4.22535 -3.80117
101 H -0.43828 3.30949 -1.68827
102 H 3.43806 2.84164 -3.42291
103 H 2.60717 3.76269 -5.54377
104 H 2.54640 -2.46102 -4.20065
105 H 0.92949 -3.17680 -2.21191

***

No. 2
Density functional theory data (ωB97M-V with the def2-TZVPD basis set) for a cluster of 3 separate species, C5H16ClN4 in total.

The LUMO energy (spin up / spin down) comes out at -3.38 / -3.43 eV. The calculation puts the relative energy (zero: lowest compared OMol25 entry of this formula, charge and spin) at 2.421 eV. The net charge is +1.

Atoms and positions in Å:
1 C -2.03147 2.76797 -1.39069
2 C -1.31988 -1.81467 1.22336
3 C 2.17345 -1.71595 0.24441
4 C 2.70064 0.39032 0.82723
5 C -1.35601 0.14590 -0.27499
6 N -0.23710 0.13272 -0.83888
7 N -2.87509 1.71622 -0.88147
8 N -1.90195 -0.57895 0.68752
9 N 2.20794 -0.39202 -0.26105
10 Cl -3.38471 -0.04111 1.37559
11 H -1.23092 2.94309 -0.60582
12 H -1.65279 2.62921 -2.41470
13 H -2.67104 3.71507 -1.49862
14 H -0.86079 -2.35637 0.45719
15 H -0.54460 -1.75996 1.92670
16 H -2.10741 -2.36431 1.62585
17 H 1.32884 -1.89817 0.94135
18 H 2.03726 -2.44104 -0.50258
19 H 2.91517 -1.98330 0.95318
20 H 1.92008 0.40152 1.64127
21 H 3.58118 -0.09739 1.18235
22 H 2.88158 1.43128 0.61134
23 H -0.30251 0.54754 -1.78078
24 H 1.18728 -0.19238 -0.58798
25 H -3.35872 1.16567 -1.59647
26 H 2.90157 -0.35087 -1.06331

***

No. 3
Density functional theory data (ωB97M-V with the def2-TZVPD basis set) for a structure of composition C23H38AlBBr3Cl3F2I2Li2N2O8.

The LUMO energy comes out at -4.46 eV.

Atoms and positions in Å:
1 C -4.49750 -3.70514 1.06810
2 O -4.25387 -2.76753 -0.03711
3 C -3.01291 -2.99531 -0.68119
4 C -1.81219 -2.60689 0.19163
5 C -0.66718 -1.90252 -0.53814
6 B 0.31447 -0.90912 0.37443
7 C 1.42389 -0.30597 -0.71689
8 C 1.54917 1.20589 -0.83957
9 C 2.84055 1.59087 -1.57757
10 C 2.64676 2.83031 -2.39570
11 N 3.84397 3.14439 -3.17049
12 C 3.81938 3.65931 -4.43797
13 C 5.12010 3.77972 -4.86557
14 C 5.95621 3.35201 -3.83360
15 C 5.12489 2.97175 -2.79053
16 C -0.63305 0.21291 1.07926
17 C -1.64364 0.84425 0.11740
18 C -3.05702 0.49525 0.33578
19 O -3.58394 0.23229 1.39148
20 O -3.81021 0.51308 -0.78281
21 C 1.01634 -1.80834 1.56027
22 I 2.31835 -3.36339 0.92807
23 C 1.82890 -1.21968 2.68318
24 C 2.68007 0.00182 2.43202
25 I 0.64905 -1.04295 4.43574
26 H -4.07800 -3.30470 1.97553
27 H -5.57836 -3.78506 1.19327
28 H -4.11311 -4.68726 0.86119
29 H -2.97264 -2.52054 -1.65319
30 H -2.96773 -4.06722 -0.86002
31 H -1.41223 -3.56228 0.55442
32 H -2.16366 -2.09102 1.07808
33 H -0.09284 -2.74173 -1.01122
34 H -1.06427 -1.36195 -1.38914
35 H 1.18377 -0.63949 -1.72328
36 H 2.42598 -0.68728 -0.51291
37 H 0.70817 1.57422 -1.41745
38 H 1.58150 1.71776 0.11870
39 H 3.59879 1.68994 -0.80769
40 H 3.09932 0.80267 -2.27171
41 H 1.89646 2.58090 -3.15308
42 H 2.31789 3.69283 -1.82205
43 H 2.93382 3.90655 -4.97583
44 H 5.46994 4.12932 -5.81490
45 H 7.02448 3.30474 -3.81289
46 H 5.44098 2.57644 -1.84947
47 H -0.09901 1.01457 1.57332
48 H -1.19974 -0.25760 1.88340
49 H -1.39548 0.71261 -0.92477
50 H -1.59525 1.92132 0.27228
51 H -4.60153 0.02025 -0.55368
52 H 0.23887 -2.38614 2.04731
53 H 2.47563 -2.01639 3.01701
54 H 3.14879 -0.05115 1.46049
55 H 3.48660 0.00568 3.15715
56 H 2.16264 0.93934 2.56912
57 Li -6.17648 -2.24548 0.35551
58 C -2.65078 -3.65341 5.45545
59 Br -4.18264 -4.27512 6.41718
60 Br -1.77731 -5.04448 4.43351
61 Br -3.02009 -2.07669 4.43064
62 H -1.93493 -3.35931 6.21348
63 Al 0.59637 -4.38952 -0.82661
64 Cl 2.07181 1.31194 -5.04222
65 C 6.13152 -0.81488 -4.28154
66 N 5.77627 -1.47743 -2.99438
67 O 5.14925 -0.82537 -2.19188
68 O 6.13365 -2.62678 -2.84014
69 H 5.73859 0.19596 -4.26549
70 H 7.21419 -0.82163 -4.35912
71 H 5.68205 -1.39702 -5.07903
72 Cl 1.52218 -3.87017 4.12007
73 Cl -5.10857 -5.49294 3.04826
74 Li 0.07470 -3.63957 6.39428
75 F -0.79115 0.49222 4.50043
76 C -5.09323 3.57481 1.16619
77 C -4.32440 4.55810 0.30976
78 O -5.16634 5.69507 0.33340
79 C -5.85927 5.67093 1.51099
80 O -6.45056 6.58545 1.96483
81 O -5.76344 4.44484 2.08338
82 F -4.19049 4.12544 -0.96725
83 H -5.83093 3.02008 0.58495
84 H -4.44961 2.87169 1.68945
85 H -3.34073 4.82691 0.69771

***

Calculated E_tot, -160866.8593, -23915.6901, -320832.9242 eV (same order as the records).